Record 1
ORCA calculation (ωB97M-V/def2-TZVPD) on 2 unconnected molecules or ions with the total composition C3H7NO2 at a distorted geometry.

Structure (ORCA input):
```
! RIJCOSX wB97M-V def2-TZVPD def2/J DEFGRID3
* xyz 0 1
C 1.19 -0.56 1.68
C 1.31 -1.54 0.76
O 2.46 -2.37 0.55
H 0.29 -0.02 1.50
H 1.84 -0.40 2.43
H 0.58 -1.81 0.03
H 2.10 -3.23 0.33
C -1.30 1.37 -1.23
N -1.52 2.61 -0.63
O -2.18 0.42 -1.14
H -0.38 1.23 -1.85
H -2.42 2.55 -0.20
H -0.84 3.35 -0.38
*
```

SMILES string: C=CO.NC=O
DFT total energy: -323.68717 hartree
HOMO: -9.35 eV
molar mass: 89.09 g mol⁻¹

=====

Record 2
ORCA calculation (ωB97M-V/def2-TZVPD) on a single C3H7NO2 molecule.

Structure (ORCA input):
```
! RIJCOSX wB97M-V def2-TZVPD def2/J DEFGRID3
* xyz 0 1
O 0.62 -0.01 1.60
C 0.63 1.03 0.65
C 0.49 0.52 -0.80
N -0.69 -0.32 -0.90
C -0.75 -1.56 -0.30
O 0.15 -2.36 -0.22
H -0.28 -0.36 1.66
H 1.58 1.55 0.78
H -0.18 1.75 0.85
H 1.38 -0.04 -1.11
H 0.37 1.37 -1.48
H -1.57 0.18 -0.89
H -1.75 -1.74 0.15
*
```

SMILES string: O=CNCCO
DFT total energy: -323.73128 hartree
HOMO: -9.70 eV
molar mass: 89.09 g mol⁻¹

=====

Record 3
ORCA calculation (ωB97M-V/def2-TZVPD) on a single C3H7NO2 molecule.

Structure (ORCA input):
```
! RIJCOSX wB97M-V def2-TZVPD def2/J DEFGRID3
* xyz 0 1
N 1.70 0.36 -0.35
C 1.17 -0.55 0.51
O 1.82 -1.47 0.97
C -0.29 -0.31 0.90
C -1.26 -0.08 -0.25
O -0.95 1.14 -0.90
H 1.11 1.06 -0.79
H 2.66 0.24 -0.64
H -0.32 0.55 1.57
H -0.60 -1.19 1.46
H -1.23 -0.93 -0.95
H -2.28 -0.04 0.16
H -1.52 1.22 -1.68
*
```

SMILES string: NC(=O)CCO
DFT total energy: -323.76245 hartree
HOMO: -9.60 eV
molar mass: 89.09 g mol⁻¹

=====

Record 4
ORCA calculation (ωB97M-V/def2-TZVPD) on 2 unconnected molecules or ions with the total composition C3H7NO2 at a distorted geometry.

Structure (ORCA input):
```
! RIJCOSX wB97M-V def2-TZVPD def2/J DEFGRID3
* xyz 0 1
C -1.56 0.33 0.05
C 1.07 0.97 -0.55
C 0.46 -0.20 0.25
N -2.02 -0.81 -0.35
O -2.01 1.36 0.40
O 0.56 -1.51 -0.37
H 1.02 0.89 -1.59
H 0.53 1.90 -0.37
H 2.22 0.94 -0.27
H 0.70 -0.27 1.35
H -1.14 -1.35 -0.41
H -3.00 -0.92 -0.73
H 1.40 -1.89 -0.25
*
```

DFT total energy: -323.66485 hartree
HOMO: -8.43 eV
molar mass: 89.09 g mol⁻¹

=====

Record 5
ORCA calculation (ωB97M-V/def2-TZVPD) on a single C3H7NO2 molecule.

Structure (ORCA input):
```
! RIJCOSX wB97M-V def2-TZVPD def2/J DEFGRID3
* xyz 0 1
N 0.65 0.96 -1.35
C -0.20 -0.11 -1.38
O -0.73 -0.50 -2.41
C -0.44 -0.78 -0.03
C -0.44 0.14 1.19
O 0.87 0.28 1.74
H 1.24 1.13 -0.56
H 0.90 1.36 -2.24
H 0.35 -1.52 0.12
H -1.38 -1.33 -0.14
H -0.74 1.15 0.92
H -1.15 -0.23 1.94
H 1.08 -0.55 2.20
*
```

SMILES string: NC(=O)CCO
DFT total energy: -323.75867 hartree
HOMO: -9.71 eV
molar mass: 89.09 g mol⁻¹

=====

Record 6
ORCA calculation (ωB97M-V/def2-TZVPD) on a single C3H7NO2 molecule.

Structure (ORCA input):
```
! RIJCOSX wB97M-V def2-TZVPD def2/J DEFGRID3
* xyz 0 1
O -1.29 -0.62 1.42
C -1.33 -0.64 0.02
C -0.49 0.47 -0.61
N 0.94 0.20 -0.67
C 1.77 0.31 0.39
O 1.42 0.30 1.56
H -0.37 -0.46 1.70
H -2.37 -0.49 -0.27
H -0.99 -1.60 -0.39
H -0.65 1.39 -0.04
H -0.81 0.66 -1.64
H 1.37 0.03 -1.56
H 2.82 0.44 0.10
*
```

SMILES string: O=CNCCO
DFT total energy: -323.74636 hartree
HOMO: -9.94 eV
molar mass: 89.09 g mol⁻¹

=====

Record 7
ORCA calculation (ωB97M-V/def2-TZVPD) on 2 unconnected molecules or ions with the total composition C3H7NO2 at a distorted geometry.

Structure (ORCA input):
```
! RIJCOSX wB97M-V def2-TZVPD def2/J DEFGRID3
* xyz 0 1
C -2.04 0.18 0.02
C -1.46 -0.70 -0.81
O 0.73 1.19 -0.64
C 1.22 0.31 0.05
O 0.50 -0.69 0.60
N 2.55 0.27 0.36
H -1.81 1.23 -0.08
H -0.50 -0.34 0.60
H -2.77 -0.13 0.76
H -1.58 -1.78 -0.69
H -0.71 -0.37 -1.53
H 2.87 -0.34 1.09
H 3.00 1.17 0.27
*
```

SMILES string: NC(=O)O.C=C
DFT total energy: -323.72049 hartree
HOMO: -10.02 eV
molar mass: 89.09 g mol⁻¹

=====

Record 8
ORCA calculation (ωB97M-V/def2-TZVPD) on 2 unconnected molecules or ions with the total composition C3H7NO2.

Structure (ORCA input):
```
! RIJCOSX wB97M-V def2-TZVPD def2/J DEFGRID3
* xyz 0 1
C -2.44 -1.00 -0.84
O -1.45 -1.34 0.15
C -0.34 -0.64 0.25
O -0.34 0.33 -0.64
C 2.43 0.56 1.14
N 2.03 1.39 0.27
H -3.24 -1.73 -0.72
H -2.01 -1.05 -1.84
H -2.82 0.02 -0.67
H 1.97 -0.43 1.16
H 3.19 0.78 1.90
H 0.51 0.83 -0.50
H 2.51 2.29 0.35
*
```

DFT total energy: -323.65301 hartree
HOMO: -8.67 eV
molar mass: 89.09 g mol⁻¹

=====

Record 9
ORCA calculation (ωB97M-V/def2-TZVPD) on 2 unconnected molecules or ions with the total composition C3H7NO2.

Structure (ORCA input):
```
! RIJCOSX wB97M-V def2-TZVPD def2/J DEFGRID3
* xyz 0 1
N -1.09 -0.83 -0.63
C -1.04 0.48 -0.98
O -1.46 0.87 -2.05
C -0.44 1.40 0.06
C 2.27 -0.80 0.70
O 1.22 -1.36 1.26
H -0.58 -1.17 0.17
H -1.37 -1.48 -1.34
H -1.22 2.01 0.49
H 0.25 2.09 -0.41
H 1.96 -0.67 -0.37
H 0.11 0.95 0.89
H 1.41 -1.50 2.20
*
```

DFT total energy: -323.65225 hartree
HOMO: -9.43 eV
molar mass: 89.09 g mol⁻¹

=====

Record 10
ORCA calculation (ωB97M-V/def2-TZVPD) on a single C3H7NO2 molecule at a distorted geometry.

Structure (ORCA input):
```
! RIJCOSX wB97M-V def2-TZVPD def2/J DEFGRID3
* xyz 0 1
N -1.24 -1.43 -1.03
C -0.55 -0.33 -1.24
O -1.22 0.74 -0.79
C 0.00 1.24 -0.01
C 1.13 0.43 0.71
O 0.72 -0.37 1.80
H -0.78 -2.28 -1.30
H -2.24 -1.44 -0.84
H -0.55 1.73 0.77
H 0.50 1.90 -0.72
H 1.77 -0.13 0.01
H 1.76 1.23 1.14
H 0.69 -1.29 1.51
*
```

DFT total energy: -323.62931 hartree
HOMO: -8.28 eV
molar mass: 89.09 g mol⁻¹

=====

Record 11
ORCA calculation (ωB97M-V/def2-TZVPD) on 2 unconnected molecules or ions with the total composition C3H7NO2 at a distorted geometry.

Structure (ORCA input):
```
! RIJCOSX wB97M-V def2-TZVPD def2/J DEFGRID3
* xyz 0 1
C 1.39 0.22 2.29
C -1.52 0.38 -0.85
C 0.28 -0.49 -1.90
N -0.39 -0.57 -0.88
O 2.15 0.43 1.42
O 0.31 -0.51 2.21
H 1.54 0.45 3.42
H -1.25 1.05 0.03
H -1.62 0.91 -1.84
H -2.41 -0.07 -0.56
H -0.06 0.03 -2.74
H 1.32 -0.90 -1.97
H 0.26 -0.94 1.37
*
```

SMILES string: C=NC.O=CO
DFT total energy: -323.70181 hartree
HOMO: -10.16 eV
molar mass: 89.09 g mol⁻¹

=====

Record 12
ORCA calculation (ωB97M-V/def2-TZVPD) on a molecular structure, C3H7NO2 at a distorted geometry.

Structure (ORCA input):
```
! RIJCOSX wB97M-V def2-TZVPD def2/J DEFGRID3
* xyz 0 1
C 0.19 -1.77 -0.68
C -0.74 -0.75 -1.20
O -1.31 0.32 1.25
C -0.47 1.03 0.71
O 0.08 0.73 -0.48
N -0.07 2.21 1.29
H -0.16 -2.36 0.17
H 0.69 -0.86 -0.29
H 0.86 -2.28 -1.37
H -0.67 -0.51 -2.26
H -1.69 -0.64 -0.71
H 0.77 2.68 0.99
H -0.38 2.37 2.24
*
```

DFT total energy: -323.69946 hartree
HOMO: -9.96 eV
molar mass: 89.09 g mol⁻¹